Entry 1:
C23H29AuPSi2 as an isolated structure, computed with ωB97M-V/def2-TZVPD.

```
56
Properties=species:S:1:pos:R:3:forces:R:3
H 4.233077 0.661963 -0.717969 0.0821 -0.1761 -0.1207
H -1.343905 5.979030 -1.226919 -0.0214 0.0361 -0.0052
H -5.866479 -1.336463 -1.900305 -0.0299 -0.0017 -0.0198
H -0.785805 -2.886942 2.121590 -0.1127 0.1568 0.1662
H -1.582951 -0.917974 -4.190898 -0.0188 0.0536 -0.0342
H 0.791368 2.235932 2.348152 -0.1512 -0.0255 0.1149
C -1.158165 2.649999 -0.687944 -0.1533 0.0293 -0.1530
H -1.800406 2.784134 -4.014146 -0.0220 -0.0754 -0.0902
H 3.608806 2.297355 -0.809383 -0.0361 0.1814 -0.1494
Si 2.136333 0.889873 0.660962 0.3624 -0.2405 0.1343
C 2.081102 -3.988959 -0.365616 -0.2731 0.4553 0.0323
H -0.983213 4.346781 0.593708 0.0703 0.0140 0.0973
H -0.940001 1.932333 0.090777 0.0899 0.0331 0.0889
H 1.502284 -4.524962 -1.114908 -0.1454 -0.0695 -0.1381
H -1.037300 -3.955742 0.759685 -0.1406 -0.0694 -0.1738
C -1.608594 4.465612 -2.723942 -0.0222 0.3276 0.0050
Au 0.613920 -0.430094 -0.696036 -0.1963 0.0170 -0.4574
H -3.613254 -1.206495 1.731052 0.0144 -0.0397 0.0658
H -1.684601 -0.323990 0.496942 0.0589 -0.0068 0.0927
C -4.955542 -1.093141 -1.367726 -0.3488 -0.1260 0.0743
C -3.884752 -0.558066 -2.057694 0.5594 0.2005 0.1946
C 1.753063 2.374712 1.856927 -0.1444 -0.4870 -0.3792
C -4.874904 -1.321566 -0.004460 0.1946 0.0568 0.0791
C -2.619582 -0.506351 -0.016716 0.1955 0.1411 -0.2756
H -0.686304 0.566409 -4.541924 -0.0987 -0.0187 -0.0160
C -1.158649 4.001415 -0.414517 -0.0974 0.1467 0.0409
C 3.378548 -2.372260 3.866425 0.0428 -0.1851 0.1361
C -1.392648 2.182921 -1.981942 0.0356 0.1877 -0.0510
Si 1.036886 -2.545888 0.398271 0.3958 -0.2332 0.2690
H 2.411399 -4.714867 0.375743 0.0227 -0.0568 0.2373
H -2.459856 0.631471 -4.336773 -0.0025 0.0325 0.0058
H 4.540872 1.794121 0.591854 0.1087 0.0278 0.2621
H 1.701062 3.304513 1.297132 -0.0438 0.1917 -0.2185
H 3.914787 0.812650 2.957715 0.0376 0.1317 0.0615
H 2.229983 -3.768067 2.755343 -0.0469 -0.1922 0.0105
C -1.540031 0.155278 -3.998637 0.2809 -0.1257 0.4604
C 2.676709 -0.539728 1.862729 -0.1192 0.5506 -0.2057
H -5.716760 -1.736710 0.531214 -0.0574 -0.0404 0.0245
C 3.863157 -1.078545 3.919622 0.1662 0.0729 0.1777
C -3.694260 -1.022612 0.669157 -0.4614 -0.1023 0.1091
H 2.964550 -3.594852 -0.861053 0.1713 0.0935 -0.0939
C -1.371159 4.917624 -1.435924 -0.0330 0.0290 -0.0598
H 4.490324 -0.756916 4.744963 0.0206 -0.0070 -0.0183
H 0.148263 -4.368860 1.984227 0.1957 -0.1026 0.0834
C 3.520625 -0.195291 2.913154 0.2002 0.1730 0.1982
C 2.212095 -1.862564 1.788917 -0.3405 -0.3442 -0.2524
H 2.504741 2.508868 2.631827 0.1772 -0.0768 0.1027
C 3.798811 1.467628 -0.133032 -0.4813 -0.1505 0.0586
H -1.784643 5.176950 -3.522842 0.0344 -0.0055 0.0028
H 3.607479 -3.079489 4.656518 0.0405 -0.0289 -0.0154
P -1.191956 0.374403 -2.190442 0.4406 -0.0284 -0.2748
H -3.977534 -0.390481 -3.119029 0.0169 0.0370 -0.1399
C -1.624024 3.108860 -2.999556 0.0290 -0.3965 0.2181
C -2.693818 -0.252013 -1.388359 -0.6336 -0.2283 -0.0473
C 2.588693 -2.748695 2.795111 0.0337 -0.1442 0.1704
C -0.277838 -3.542252 1.418977 0.1542 0.4080 -0.3845
```
Forces are in eV/Å.

The LUMO energy is 2.7 eV. Its HOMO-LUMO gap is 5.32 eV. The HOMO energy comes out at -2.58 eV. As for the energy relative to the best compared isomer or geometry (same formula, charge and spin): 1.4 kJ/mol. As for the total charge: -1.

=====

Entry 2:
C23H29BaN5O8SeSi as an isolated structure, computed with ωB97M-V/def2-TZVPD.

```
68
Properties=species:S:1:pos:R:3:forces:R:3
C -2.158664 -5.236282 1.090626 -0.0464 -0.0234 0.0104
N 3.239678 0.242162 0.994496 -0.1148 0.0580 0.0941
O -0.107452 1.729399 0.875419 0.0593 -0.1087 0.0995
H 1.638189 -0.422067 -3.845963 -0.0002 -0.0043 -0.0016
O -5.183957 6.064201 -1.363839 -0.0011 0.0143 -0.0467
C 2.548575 -0.740909 -3.329702 -0.1246 -0.0706 -0.0251
H -4.089839 -4.235342 1.216861 0.0036 -0.0025 0.0065
C 3.941060 2.026480 -0.671415 -0.0241 -0.0341 -0.0422
H -1.536319 -6.784446 -0.118705 0.0025 0.0141 -0.0031
H -3.813353 -5.408212 -1.267969 0.0064 -0.0040 -0.0067
H 2.348408 2.861176 4.146471 -0.0253 0.0272 -0.0168
H 1.874154 -3.717356 -3.551145 -0.0018 0.0122 0.0043
H 0.767719 2.432420 3.419594 -0.0082 0.0329 0.0269
H 3.071863 0.170529 -3.037535 0.0586 0.0538 0.0406
H -1.246461 -4.365805 -0.800365 0.0235 0.0223 0.0152
H 4.360562 1.368538 -1.419058 -0.0144 -0.0172 -0.0222
C -1.210401 1.822004 0.270464 0.1707 -0.0959 -0.0114
H 3.174335 -1.268373 -4.058364 -0.0001 -0.0070 0.0114
C 3.399188 1.533509 0.504355 0.0607 0.0061 -0.0843
O -5.462513 3.933193 -1.503841 0.0033 0.0052 -0.0449
C -3.466418 4.703851 -0.650579 -0.0172 -0.0034 -0.0447
H 2.403226 4.409718 2.049221 -0.0046 0.0023 -0.0147
C 3.855708 -2.597322 -1.418666 0.0794 0.0502 -0.0128
H -3.616284 2.563341 -0.770451 0.0086 -0.0039 0.0035
O -1.530462 -3.020873 1.846261 -0.0167 -0.0303 -0.0275
H -3.466351 -7.135085 -1.249050 -0.0011 -0.0049 0.0094
H 4.268409 -3.122585 -2.287748 -0.0254 -0.0248 0.0019
Se 2.118507 -1.215841 3.184053 0.0488 0.1479 -0.1282
H 1.661492 1.240945 4.399225 -0.0332 0.0183 0.0018
C 2.641268 0.276797 2.207589 -0.0928 -0.1162 0.0418
C 2.830868 3.752935 1.303314 0.0469 0.0249 0.0017
H 1.138788 -4.192364 -2.018531 0.0136 -0.0031 0.0030
C 3.905802 3.399472 -0.845996 -0.0150 0.0136 0.0223
H 3.383482 -0.621489 0.483619 0.0682 -0.0128 -0.0440
C 1.755389 2.065539 3.698235 0.0301 -0.0780 -0.0764
O -1.863593 0.850275 -0.176083 -0.0291 0.0014 0.0453
H 0.288726 -3.081999 -3.094867 -0.0035 0.0145 -0.0124
N 2.429369 1.572870 2.512889 0.0614 -0.0341 0.1375
Ba 0.037668 -0.930526 0.594187 -0.2060 0.0366 0.0345
C 2.874461 2.378450 1.473368 -0.0304 0.0275 0.0309
C -1.467944 5.575128 0.227343 0.0008 0.0307 -0.0251
C -2.718922 5.813416 -0.307891 0.0129 0.0165 0.0073
H -5.336175 -6.181975 0.477978 -0.0055 0.0075 0.0042
C 3.355065 4.247764 0.121206 0.0086 0.0105 -0.0079
H 4.308543 3.828258 -1.753402 0.0071 -0.0112 -0.0060
H -3.788364 -5.330217 2.557303 -0.0094 -0.0052 0.0025
H 3.338167 5.314288 -0.058328 -0.0166 0.0015 0.0096
C 1.276126 -3.352532 -2.708514 0.0237 -0.0551 0.0469
C -4.267745 -6.314241 0.639808 0.0231 -0.0388 0.0505
N -4.812813 4.917971 -1.225207 0.0051 -0.0142 0.1314
O -1.129860 -3.541489 -0.259385 -0.0562 -0.0333 0.0060
C -0.970951 4.302719 0.423468 0.0245 0.0089 0.0075
C -3.654149 -5.199327 1.486894 -0.0074 0.0335 -0.0419
O -1.083389 7.837462 0.430456 0.0075 0.0327 -0.0365
C -3.010309 3.409374 -0.481830 -0.0011 0.0130 0.0012
H -1.566978 -5.741602 1.855732 0.0109 -0.0040 -0.0136
C -1.751853 3.214172 0.067616 -0.0703 0.0180 -0.0503
H 4.599016 -1.830198 -1.157867 -0.1000 -0.0060 0.0242
H 0.013736 4.149125 0.837931 0.0141 -0.0211 0.0000
H -3.093753 6.814377 -0.452201 -0.0007 -0.0007 -0.0032
C -3.452163 -6.230298 -0.644922 -0.0080 0.0401 -0.0111
N -2.074449 -5.933656 -0.203866 0.0363 0.0123 0.0199
C -1.587612 -3.838413 0.954995 0.0793 0.0491 -0.0695
O 0.467395 6.491784 1.077413 0.0225 0.0190 -0.0228
H -4.112184 -7.284283 1.118254 -0.0085 0.0009 -0.0089
Si 2.121427 -1.862864 -1.832388 0.1453 0.0445 -0.0672
H 3.821648 -3.304976 -0.585388 0.0005 -0.0095 -0.0058
N -0.626340 6.729303 0.604420 -0.0483 -0.0441 0.0820
```
Forces are in eV/Å.

The LUMO energy is -0.8 eV. Its HOMO-LUMO gap is 5.49 eV. The HOMO energy comes out at -6.28 eV. As for the energy relative to the best compared isomer or geometry (same formula, charge and spin): 0.0 kJ/mol. As for the total charge: 0.

=====

Entry 3:
C23H29ClN5PdS as an isolated structure, computed with ωB97M-V/def2-TZVPD.

```
60
Properties=species:S:1:pos:R:3:forces:R:3
C -2.661847 0.034899 -0.296084 0.0218 0.0301 0.0120
H 3.613503 3.286130 -1.094916 -0.0053 0.0068 -0.0126
H -0.423006 -0.611058 4.203939 -0.0010 -0.0006 0.0022
H -4.811476 2.148952 -3.284469 0.0014 0.0078 -0.0015
C -5.451351 1.389200 -1.377863 0.0295 -0.0298 0.0058
H -5.472430 4.478515 -2.732195 0.0058 0.0029 -0.0012
C 0.466281 -3.456381 -2.494106 0.0416 0.0146 -0.1014
H -0.638877 -5.133216 -1.764863 0.0071 -0.0096 0.0123
N 4.032876 -0.023454 -1.602897 0.2541 0.0838 -0.1710
N -0.482293 -0.017123 -1.270421 0.0118 -0.1133 -0.1200
H -2.830706 -0.453529 -3.635139 -0.0056 0.0173 -0.0042
H 2.939641 -4.073296 0.350253 0.0071 0.0133 0.0015
S -5.010156 -0.305451 -1.720774 -0.0171 -0.0060 0.0372
Cl 0.943841 -6.098165 0.451342 -0.0042 0.0116 -0.0158
C -2.416482 -0.289813 -2.649707 0.0165 -0.0112 -0.0031
C -3.239074 -0.173837 -1.539281 -0.0168 0.0452 -0.0584
H 1.319103 1.768607 5.153688 -0.0032 -0.0007 0.0027
H 0.602085 -0.614570 5.655090 0.0012 0.0032 0.0073
H 1.566948 2.179873 -0.993567 0.0169 -0.0185 0.0015
H -0.217487 -3.247814 -3.310076 -0.0005 0.0349 0.0128
C 2.245987 -3.917927 -0.468129 0.0637 0.0391 -0.0130
H 2.027673 -2.102217 -3.196614 0.0306 -0.0721 -0.0374
C 0.581255 -0.815531 4.578932 -0.0029 -0.0072 -0.0221
C 0.232307 -4.500557 -1.660703 -0.0186 -0.0421 0.0179
C 1.178107 -4.738517 -0.629537 -0.0353 -0.0322 -0.0021
C -1.045267 -0.197725 -2.465047 -0.0675 0.0744 0.0262
C 3.485247 2.341510 -1.631086 -0.0621 0.0395 0.0235
Pd 1.385255 -1.173409 -0.814620 -0.0154 -0.4605 0.1493
C 1.279848 1.532177 4.085109 0.0101 0.0047 -0.0018
C -1.280697 0.108264 -0.207180 -0.0085 0.0022 0.0327
H 1.990005 2.170958 3.558046 0.0040 0.0014 0.0035
C 3.007477 -0.244794 4.407750 0.0032 0.0066 -0.0050
H -6.798920 3.377901 0.990522 -0.0033 -0.0019 0.0040
C -6.017629 1.744431 -0.163292 -0.0504 -0.0244 0.0049
C 1.632728 -2.631285 -2.331992 -0.0481 0.3324 0.2294
C 4.153679 1.217667 -0.851160 -0.0411 -0.0778 0.0747
C 1.611363 0.052864 3.842188 0.0123 -0.0077 0.0086
C -5.621052 3.682379 -2.011202 0.0002 -0.0255 -0.0018
H 3.261889 -1.293579 4.250913 0.0014 -0.0022 -0.0017
C 1.554638 -0.519105 1.206326 0.0715 0.0264 -0.1096
N 2.536689 -2.878576 -1.308017 -0.0556 0.0414 0.0149
H 4.273663 -0.840552 -1.056400 -0.2420 -0.0549 -0.0310
H -0.366378 -0.272998 -3.305381 0.0098 -0.0274 0.0075
H 4.604071 -0.014912 -2.440628 0.0674 0.0090 0.0652
H 3.614115 1.070663 0.088893 0.0339 0.0024 0.0112
H -6.190219 1.000144 0.602254 0.0104 0.0052 0.0025
H 5.191037 1.501120 -0.610884 0.0004 0.0067 -0.0154
C -6.357050 3.073622 0.048040 -0.0013 0.0124 -0.0249
C -5.252398 2.383670 -2.325076 0.0312 0.0272 0.0004
N 2.061403 2.124867 -1.879598 -0.0120 0.0302 -0.0040
H 1.947599 1.147319 -2.146150 0.0149 0.0137 -0.0035
H 3.758328 0.362663 3.900339 0.0014 0.0007 -0.0002
C 1.579779 -0.246152 2.399332 -0.0474 0.0859 -0.0059
H -0.765867 0.227287 0.740983 0.0007 -0.0083 -0.0081
H 3.995298 2.460508 -2.595434 -0.0141 -0.0035 -0.0118
H -3.270080 0.121166 0.594472 0.0001 0.0061 -0.0035
H 0.280209 1.763256 3.713389 -0.0014 -0.0001 -0.0064
H 3.045417 -0.028510 5.480660 0.0005 -0.0005 0.0024
N -6.169312 4.036097 -0.850158 -0.0035 0.0008 0.0176
H 0.790685 -1.872645 4.412196 0.0017 -0.0014 0.0064
```
Forces are in eV/Å.

The LUMO energy is 2.1 eV. Its HOMO-LUMO gap is 5.31 eV. The HOMO energy comes out at -3.16 eV. As for the energy relative to the best compared isomer or geometry (same formula, charge and spin): 8.7 kJ/mol. As for the total charge: -1.